Formula: C31H42BClN2O9P2
Source: OMol25
Level of theory: ωB97M-V/def2-TZVPD

Last column: Löwdin charge in e.
Cartesian coordinates (Å):
C1 5.371 0.435 5.327  -0.12
C2 5.336 1.624 4.201  -0.19
C3 3.990 2.502 4.386  -0.21
O1 3.324 2.543 3.095  -0.20
C4 1.924 2.186 3.175  -0.16
C5 1.584 1.312 1.858  -0.01
C6 2.089 -0.163 1.667  -0.07
C7 2.994 -0.875 2.804  -0.08
C8 1.974 -1.828 3.636  -0.64
O2 2.282 -2.968 4.045  0.00
Cl1 0.253 -1.254 3.980  0.61
C9 1.720 -1.034 0.405  0.05
B1 2.270 -2.574 0.241  -0.48
O3 1.272 -3.594 0.010  0.09
O4 3.670 -2.912 0.318  -0.01
C10 4.449 -2.240 -0.708  -0.22
C11 5.910 -1.958 -0.042  -0.08
C12 0.819 -0.378 -0.661  0.03
C13 0.330 1.108 -0.465  0.02
C14 0.679 1.982 0.765  -0.04
C15 0.077 3.456 0.862  -0.16
C16 1.135 4.641 0.602  -0.17
C17 2.306 4.290 -0.440  -0.26
N1 3.592 4.247 0.326  -0.03
C18 -0.630 1.690 -1.628  -0.27
O5 -0.517 2.837 -2.119  0.03
C19 -1.722 0.606 -2.129  -0.03
C20 -3.201 0.926 -2.435  -0.19
P1 -3.698 2.764 -2.240  0.76
N2 -3.228 3.286 -0.774  -0.32
C21 -4.214 -0.205 -2.869  -0.14
C22 -5.693 0.281 -3.173  -0.13
C23 -6.615 0.167 -1.722  -0.18
C24 -5.964 1.034 -0.433  -0.01
O6 -5.947 -0.571 -0.588  -0.23
C25 -3.786 -1.721 -3.010  -0.24
P2 -4.945 -3.123 -3.475  0.89
C26 -6.756 -2.798 -3.054  -0.33
C27 -4.569 -4.713 -2.454  -0.29
C28 -2.253 -1.993 -2.738  -0.04
C29 -1.594 -3.466 -2.895  -0.16
O7 -1.507 -4.174 -1.628  -0.19
O8 -0.593 -5.167 -1.808  -0.06
C30 -1.250 -0.886 -2.312  0.02
C31 0.297 -1.128 -1.993  -0.23
O9 1.102 -1.777 -2.699  0.06
H1 6.482 0.316 5.601  0.08
H2 4.714 0.737 6.209  0.07
H3 4.953 -0.557 4.930  0.06
H4 6.285 2.250 4.257  0.11
H5 5.220 1.066 3.195  0.10
H6 4.348 3.582 4.602  0.13
H7 3.332 2.171 5.257  0.12
H8 1.650 1.530 4.076  0.11
H9 1.276 3.130 3.256  0.12
H10 3.876 -1.455 2.375  0.12
H11 3.294 -0.050 3.531  0.09
H12 0.989 -3.878 0.912  0.13
H13 4.048 -1.206 -1.003  0.13
H14 4.612 -2.871 -1.645  0.13
H15 6.375 -2.985 0.183  0.08
H16 6.571 -1.313 -0.722  0.08
H17 5.771 -1.445 0.984  0.07
H18 -0.875 3.610 0.223  0.09
H19 -0.288 3.580 1.954  0.11
H20 0.524 5.528 0.178  0.12
H21 1.572 4.935 1.631  0.11
H22 2.380 5.190 -1.160  0.12
H23 2.108 3.376 -1.095  0.10
H24 3.850 3.291 0.601  0.05
H25 4.332 4.701 -0.225  0.06
H26 -5.113 2.967 -2.287  0.00
H27 -3.033 3.467 -3.305  0.01
H28 -2.794 2.517 -0.244  -0.04
H29 -6.259 -0.320 -3.955  0.08
H30 -5.775 1.383 -3.497  0.08
H31 -7.809 0.140 -1.821  0.16
H32 -6.442 0.952 0.598  0.11
H33 -4.835 1.022 -0.277  0.08
H34 -6.812 -2.473 -1.960  0.04
H35 -7.284 -3.828 -3.098  0.06
H36 -7.321 -2.132 -3.782  0.04
H37 -3.982 -4.476 -1.489  0.06
H38 -3.939 -5.388 -3.123  0.04
H39 -5.537 -5.283 -2.221  0.05
H40 -0.562 -3.440 -3.378  0.13
H41 -2.278 -4.004 -3.662  0.11
H42 0.311 -4.752 -1.817  0.10

Forces on atoms 1 to 6 (eV/Å):
C 0.50 0.66 -0.54
C -1.38 -1.55 0.59
C 2.04 1.26 -0.41
O -1.24 -0.85 1.67
C -0.63 -0.96 -1.00
C -1.15 -1.06 -2.38

Properties
SMILES = CCCOCc1c(CC(=O)Cl)c(B(O)OCC)c2c(c1CCCN)C(=O)c1c([PH2]=N)c(C[C@@H]3CO3)c(P(C)C)c(COO)c1C2=O
M = 694.895 g mol⁻¹
Highest occupied orbital energy = -8.025 eV
Orbital gap = 6.728 eV

***

Formula: C31H42BF16GeMoNO3Sb
Source: OMol25
Level of theory: ωB97M-V/def2-TZVPD

Last column: Löwdin charge in e.
Cartesian coordinates (Å):
Mo1 -0.622 -0.397 0.316  1.53
C1 2.090 0.841 6.898  -0.06
C2 1.794 0.397 5.491  -0.27
C3 2.540 -0.580 4.850  -0.04
C4 2.237 -0.980 3.566  -0.01
C5 1.159 -0.447 2.838  -0.19
N1 0.887 -0.904 1.556  -0.09
C6 1.609 -1.979 1.002  -0.25
C7 1.657 -3.217 1.652  -0.02
C8 2.343 -4.283 1.112  -0.03
C9 2.999 -4.163 -0.110  -0.28
C10 3.722 -5.331 -0.722  -0.05
C11 2.904 -2.957 -0.784  0.00
C12 2.201 -1.866 -0.269  -0.06
C13 2.006 -0.578 -1.075  -0.27
O1 0.686 -0.104 -1.056  -0.28
C14 2.232 -0.783 -2.606  -0.55
F1 1.425 -1.756 -3.057  0.15
F2 3.485 -1.116 -2.968  0.14
F3 1.929 0.328 -3.283  0.16
C15 2.985 0.530 -0.577  -0.54
F4 2.697 1.723 -1.118  0.15
F5 4.257 0.235 -0.913  0.15
F6 2.966 0.673 0.745  0.18
C16 0.446 0.605 3.458  -0.06
C17 0.772 0.977 4.759  0.01
C18 -0.596 1.461 2.744  -0.29
O2 -1.149 0.953 1.587  -0.36
C19 -1.813 1.815 3.674  -0.54
F7 -2.147 0.826 4.486  0.19
F8 -2.897 2.123 2.941  0.14
F9 -1.568 2.903 4.444  0.13
C20 0.079 2.794 2.295  -0.54
F10 -0.828 3.663 1.802  0.14
F11 0.953 2.539 1.313  0.15
F12 0.749 3.434 3.262  0.16
H1 2.852 0.207 7.352  0.07
H2 1.198 0.792 7.525  0.08
H3 2.455 1.871 6.925  0.08
H4 3.379 -1.042 5.360  0.11
H5 2.860 -1.731 3.106  0.10
H6 1.111 -3.321 2.581  0.12
H7 2.353 -5.230 1.640  0.12
H8 4.324 -5.858 0.021  0.07
H9 4.383 -5.008 -1.526  0.07
H10 3.014 -6.050 -1.142  0.08
H11 3.389 -2.886 -1.745  0.11
H12 0.214 1.775 5.230  0.12
C21 -4.568 -0.308 1.019  -0.27
Sb1 -3.267 0.409 -0.497  1.37
C22 -4.421 -0.101 -2.220  -0.30
C23 -3.807 2.466 -0.399  -0.29
H13 -5.575 0.069 0.837  0.01
H14 -4.195 0.044 1.978  0.01
H15 -4.570 -1.396 1.051  0.00
H16 -5.435 0.280 -2.097  0.01
H17 -4.454 -1.181 -2.352  -0.02
H18 -3.965 0.347 -3.103  -0.01
H19 -4.888 2.537 -0.286  0.01
H20 -3.498 2.986 -1.303  -0.01
H21 -3.317 2.917 0.462  0.00
C24 -0.270 -4.525 -1.880  -0.21
Ge1 -1.655 -3.170 -1.608  0.76
C25 -3.387 -4.093 -1.536  -0.22
C26 -1.681 -1.968 -3.169  -0.24
C27 -1.430 -2.318 0.146  -0.43
H22 -0.507 -5.129 -2.759  0.02
H23 -0.209 -5.179 -1.009  0.02
H24 0.704 -4.059 -2.026  0.00
H25 -3.590 -4.625 -2.467  0.01
H26 -4.203 -3.392 -1.351  0.00
H27 -3.376 -4.810 -0.713  0.02
H28 -2.666 -1.968 -3.637  0.01
H29 -0.957 -2.322 -3.904  0.01
H30 -1.415 -0.942 -2.910  -0.01
H31 -0.870 -2.998 0.794  0.01
H32 -2.439 -2.289 0.567  -0.03
F13 -3.407 -3.100 2.548  0.08
B1 -2.337 -2.578 3.305  -1.26
F14 -2.007 -1.296 2.763  0.06
F15 -1.215 -3.422 3.190  0.10
F16 -2.706 -2.437 4.638  0.12
C28 -0.686 0.806 -5.456  -0.06
C29 -1.486 1.884 -4.755  -0.28
O3 -1.076 1.956 -3.404  -0.17
C30 -1.060 3.269 -2.878  -0.29
C31 -0.466 3.232 -1.491  -0.07
H33 -1.051 0.661 -6.475  0.07
H34 -0.771 -0.136 -4.916  0.05
H35 0.368 1.079 -5.493  0.07
H36 -2.562 1.667 -4.805  0.11
H37 -1.328 2.852 -5.246  0.11
H38 -2.079 3.685 -2.861  0.11
H39 -0.462 3.916 -3.535  0.12
H40 -1.066 2.612 -0.825  0.03
H41 -0.424 4.236 -1.065  0.09
H42 0.538 2.815 -1.521  0.07

Forces on atoms 1 to 6 (eV/Å):
Mo -0.04 -0.20 0.52
C 0.00 0.00 0.01
C -0.01 0.01 0.00
C -0.01 -0.01 -0.01
C 0.00 0.01 0.01
C 0.04 0.01 -0.02

Properties
M = 1081.771 g mol⁻¹
ΔE to the lowest compared entry with this formula, charge and spin = 15.8 kJ/mol
Highest occupied orbital energy (spin up / spin down) = -4.527 / -5.024 eV
Spin multiplicity = 3
Net charge = -1
Expectation value of S² = 2.014
Orbital gap (spin up / spin down) = 6.978 / 7.427 eV

***

Formula: C31H42Br2ClKLiN3O6
Source: OMol25
Level of theory: ωB97M-V/def2-TZVPD

Last column: Löwdin charge in e.
Cartesian coordinates (Å):
C1 7.928 0.822 1.770  -0.05
C2 6.525 0.690 1.121  -0.45
C3 5.858 -0.451 1.923  -0.02
C4 5.825 2.056 1.338  -0.04
C5 4.721 2.446 0.321  -0.37
C6 3.370 1.961 0.928  -0.14
C7 2.111 2.348 0.120  -0.18
C8 1.003 1.287 0.321  -0.63
N1 1.066 0.190 -0.661  0.01
C9 4.547 3.993 0.180  -0.12
C10 5.845 4.739 -0.030  -0.76
O1 6.483 5.146 0.909  0.02
Br1 6.533 5.127 -1.817  0.70
C11 4.960 1.890 -1.105  -0.08
C12 5.595 0.492 -1.176  -0.46
C13 6.123 0.347 -2.635  -0.04
C14 4.575 -0.650 -1.040  -0.02
N2 6.772 0.346 -0.294  -0.10
O2 7.773 0.991 -0.788  -0.01
H1 7.846 0.745 2.852  0.08
H2 8.412 1.753 1.494  0.08
H3 8.584 0.032 1.408  0.09
H4 6.054 -0.272 2.974  0.08
H5 6.361 -1.375 1.638  0.09
H6 4.797 -0.554 1.725  0.06
H7 6.605 2.802 1.459  0.10
H8 5.332 1.990 2.310  0.13
H9 3.393 0.905 1.185  0.09
H10 3.296 2.500 1.876  0.12
H11 2.290 2.507 -0.940  0.09
H12 1.742 3.292 0.520  0.11
H13 0.051 1.803 0.268  -0.03
H14 1.214 0.838 1.348  -0.10
H15 1.760 0.462 -1.347  0.03
H16 1.446 -0.620 -0.186  0.05
H17 3.988 4.377 1.028  0.13
H18 3.928 4.136 -0.709  0.11
H19 5.688 2.549 -1.577  0.06
H20 4.076 1.916 -1.739  0.13
H21 5.256 0.115 -3.254  0.08
H22 6.565 1.260 -3.011  0.08
H23 6.782 -0.516 -2.690  0.09
H24 3.913 -0.632 -1.902  0.08
H25 3.936 -0.554 -0.167  0.05
H26 5.088 -1.611 -1.047  0.09
C15 -7.239 -0.386 1.111  -0.07
C16 -8.161 -0.482 0.074  -0.11
C17 -7.743 -0.503 -1.247  0.00
C18 -6.389 -0.420 -1.533  -0.07
C19 -5.459 -0.302 -0.495  -0.06
C20 -5.890 -0.294 0.825  0.01
C21 -4.003 -0.168 -0.790  -0.26
O3 -3.190 -0.071 0.119  0.06
C22 -3.570 -0.149 -2.210  -0.07
C23 -2.223 0.029 -2.513  0.02
C24 -1.811 0.033 -3.833  -0.05
C25 -2.738 -0.149 -4.859  -0.06
C26 -4.079 -0.321 -4.566  -0.01
C27 -4.500 -0.312 -3.243  -0.09
C28 -5.947 -0.465 -2.951  -0.27
O4 -6.744 -0.620 -3.841  0.08
H27 -7.573 -0.378 2.141  0.11
H28 -9.222 -0.539 0.296  0.07
H29 -8.462 -0.584 -2.054  0.13
H30 -5.171 -0.215 1.628  0.13
H31 -1.501 0.164 -1.719  0.11
H32 -0.763 0.174 -4.069  0.11
H33 -2.410 -0.154 -5.891  0.10
H34 -4.804 -0.461 -5.361  0.12
Li1 -9.706 -1.925 1.486  0.63
Br2 -0.606 0.695 2.019  -0.08
C29 -5.960 -3.067 3.724  -0.33
O5 -6.624 -2.620 2.817  0.02
N3 -4.681 -3.515 3.600  -0.27
C30 -3.936 -4.037 4.734  -0.15
C31 -4.035 -3.468 2.292  -0.06
H35 -6.349 -3.148 4.752  0.15
H36 -3.040 -3.433 4.885  0.12
H37 -3.647 -5.064 4.525  -0.09
H38 -4.538 -4.014 5.642  0.10
H39 -4.004 -2.437 1.938  0.10
H40 -4.619 -4.061 1.580  0.07
H41 -3.020 -3.864 2.353  0.10
K1 -4.567 -6.058 3.435  0.32
O6 -8.139 -1.960 -6.044  0.01
H42 -7.667 -1.689 -5.260  -0.06
Cl1 -11.280 -1.382 3.601  -0.71

Forces on atoms 1 to 6 (eV/Å):
C 0.04 -0.13 -0.36
C 1.18 -0.23 1.87
C 0.13 0.03 -1.10
C -0.31 -0.28 -0.52
C -0.65 -0.35 0.12
C 0.11 1.08 -0.69

Properties
M = 793.992 g mol⁻¹
Highest occupied orbital energy (spin up / spin down) = -2.356 / -3.250 eV
Spin multiplicity = 2
Net charge = -1
Expectation value of S² = 1.757
Orbital gap (spin up / spin down) = 2.085 / 3.557 eV